No. 1
{"formula": "C25H33Cl3F6GdNO2Si", "method": "wB97M-V/def2-TZVPD", "elements": ["Gd", "Cl", "Cl", "Cl", "Si", "F", "F", "F", "F", "F", "F", "O", "O", "N", "C", "C", "C", "C", "C", "C", "C", "C", "C", "C", "C", "C", "C", "C", "C", "C", "C", "C", "C", "C", "C", "C", "C", "C", "C", "H", "H", "H", "H", "H", "H", "H", "H", "H", "H", "H", "H", "H", "H", "H", "H", "H", "H", "H", "H", "H", "H", "H", "H", "H", "H", "H", "H", "H", "H", "H", "H", "H"], "xyz": [[1.81122, -1.65961, 0.72031], [3.52725, -1.60404, 3.08152], [3.07493, 0.56446, 0.41231], [-0.01966, -0.34057, 2.67938], [-0.56416, 2.22172, 1.12109], [3.91635, -4.28921, 0.79392], [3.93651, -5.95279, -0.58811], [4.36660, -2.14594, -0.71267], [2.08469, -5.35726, 0.34982], [4.02478, -2.42792, -2.82643], [5.28294, -3.82015, -1.75047], [-0.36689, -3.03253, 0.94871], [1.91001, -3.03826, -0.99241], [-0.04614, 0.02819, -0.76545], [-1.41923, -0.50982, -0.73280], [-0.27142, 0.25456, -3.27490], [-4.63651, 2.66397, 0.54214], [0.54958, -0.25511, -2.09504], [2.18149, -2.77823, 2.84763], [-3.25725, 2.70176, 0.41666], [-2.31991, -0.00350, -1.85570], [-0.00249, 1.47849, -0.51220], [-1.68983, -0.30421, -3.21275], [3.22127, -4.88813, -0.19444], [-5.21278, 2.04979, 1.64594], [0.96015, 4.53514, 0.29143], [0.31560, 1.44105, 2.59748], [2.48895, -4.73029, -2.57853], [-3.02147, 1.52489, 2.48371], [-0.86377, -4.03564, 0.05139], [-4.40333, 1.48512, 2.61925], [2.90256, -3.91484, -1.35356], [4.16478, -3.08231, -1.66621], [0.61137, 6.74809, 1.16352], [1.29657, 5.88091, 0.32622], [-0.07106, 4.03008, 1.08523], [-2.42047, 2.12584, 1.37766], [-0.41343, 6.26722, 1.96603], [-0.74952, 4.92334, 1.92088], [0.87522, 7.79748, 1.19179], [-2.30334, 0.09319, -4.02367], [-5.26248, 3.11701, -0.21587], [-0.35984, -3.87650, -0.89754], [3.29426, -5.35211, -2.96709], [-2.82669, 3.20388, -0.44440], [-2.41441, 1.06903, 3.25649], [-1.85050, -0.30570, 0.24913], [-0.55155, 2.04514, -1.27987], [1.56257, 0.15362, -2.08970], [0.00125, 1.84065, 3.55937], [-4.84612, 1.01337, 3.48703], [1.39767, 1.52101, 2.50147], [-2.50148, 1.06905, -1.75071], [-1.56729, 4.56727, 2.53873], [2.09890, 6.25108, -0.29852], [-1.94446, -3.93523, -0.06458], [0.64771, -1.34298, -2.17929], [-1.33866, -1.59593, -0.82091], [-1.64979, -1.39100, -3.35226], [2.15962, -4.03813, -3.34937], [0.22596, -0.04781, -4.19905], [-0.29873, 1.34737, -3.28879], [-0.61649, -5.03339, 0.41299], [1.04410, 1.77521, -0.61131], [1.65190, -5.37153, -2.30404], [-3.29613, -0.48589, -1.76336], [-0.57506, -3.27535, 1.85597], [1.47258, -2.62690, 3.65928], [2.60626, -3.77809, 2.84583], [1.52762, 3.88041, -0.35853], [-6.28962, 2.01671, 1.74962], [-0.95122, 6.94079, 2.62053]], "lumo_ev": [-0.5611, 0.4054], "e_homo_ev": [-8.17, -8.38], "spin_multiplicity": 8}



No. 2
{"formula": "C26H32FIrN6O", "method": "wB97M-V/def2-TZVPD", "elements": ["Ir", "F", "O", "N", "N", "N", "N", "N", "N", "C", "C", "C", "C", "C", "C", "C", "C", "C", "C", "C", "C", "C", "C", "C", "C", "C", "C", "C", "C", "C", "C", "C", "C", "C", "C", "H", "H", "H", "H", "H", "H", "H", "H", "H", "H", "H", "H", "H", "H", "H", "H", "H", "H", "H", "H", "H", "H", "H", "H", "H", "H", "H", "H", "H", "H", "H", "H"], "xyz": [[0.63819, 0.15846, 0.41809], [-1.45001, 4.49526, -3.54801], [-1.46501, -0.56384, -0.88651], [0.70419, -1.97144, -0.27611], [2.55329, -0.38614, -0.74091], [2.65699, 0.03526, 1.81169], [-0.49361, -1.15204, 1.87789], [0.26349, 1.53836, 2.43189], [-2.51641, 0.11516, -1.19521], [3.56799, -1.58254, -2.63731], [-1.70091, -3.25624, 2.25379], [-0.77331, -0.65264, 3.19699], [-3.91601, 1.10926, -2.83271], [-3.35931, 0.52936, -0.22941], [-2.78661, 0.40406, -2.48311], [-0.07731, 1.73676, -0.82141], [3.58279, 0.55936, -0.44721], [-0.08821, 2.64506, -3.07111], [1.40319, -2.26804, -1.38291], [-0.30721, -2.72984, 0.16359], [-0.99621, 3.61056, -2.66071], [0.34359, 1.70176, -2.15301], [-1.46921, 3.64906, -1.35881], [-0.02851, -4.14494, -1.74711], [1.06059, -3.38014, -2.14621], [3.86029, 0.45666, 1.07779], [2.53369, -1.35014, -1.58981], [-1.00981, 2.70616, -0.45171], [-0.85031, -2.32014, 1.46159], [1.55089, 1.83466, 3.07819], [-0.76551, 0.88736, 3.25819], [-4.79461, 1.54096, -1.84741], [2.46209, 0.60966, 3.14469], [-4.50121, 1.23466, -0.52481], [-0.71241, -3.83624, -0.58111], [-3.06831, 0.26016, 0.77519], [1.00939, 0.92546, -2.50121], [3.71689, -0.68524, -3.23771], [3.29289, -2.40174, -3.29121], [-1.41661, 2.74266, 0.54929], [4.51139, 0.38796, -0.99981], [0.25649, 2.63636, -4.09271], [-2.73381, -2.90664, 2.23899], [2.01009, -0.14144, 3.79319], [-0.32901, -4.99904, -2.33401], [4.52329, -1.82684, -2.16891], [-4.10261, 1.32116, -3.87381], [-0.01791, -1.05914, 3.87919], [-2.07821, 0.03516, -3.20901], [2.04249, 2.60576, 2.47939], [-5.68151, 2.09786, -2.10161], [4.19879, 1.42366, 1.44839], [-1.75171, -0.98314, 3.56399], [-0.11001, 2.43726, 2.14669], [3.21729, 1.56276, -0.69531], [1.40319, 2.23076, 4.08979], [-0.66981, 1.18206, 4.31059], [-5.16321, 1.53326, 0.27269], [3.41349, 0.90426, 3.60049], [4.66189, -0.27234, 1.23839], [-1.67361, -4.26214, 1.85289], [-1.55621, -4.43154, -0.27401], [-2.18731, 4.40236, -1.07341], [1.60579, -3.65134, -3.03451], [2.66789, -0.97554, 1.89339], [-1.73711, 1.23806, 2.90229], [-1.37381, -3.29404, 3.29069]], "lumo_ev": [-6.2303, -7.2613], "e_homo_ev": [-12.80, -13.60], "charge": 2, "spin_multiplicity": 5}



No. 3
{"formula": "C7H13N", "method": "wB97M-V/def2-TZVPD", "elements": ["N", "C", "C", "C", "C", "C", "C", "C", "H", "H", "H", "H", "H", "H", "H", "H", "H", "H", "H", "H", "H"], "xyz": [[-0.00022, 0.01441, 1.69407], [-1.47187, -1.73563, 0.57461], [-0.14796, 2.15143, -0.53109], [-0.09771, 0.66910, -0.78551], [-0.44925, 0.14592, -1.94402], [2.04017, -0.07188, 0.33492], [0.51980, -0.05924, 0.34182], [-0.15344, -1.22450, 0.97488], [-0.92044, 0.45708, 1.73826], [-0.15003, -0.86906, -2.16923], [-0.79628, 2.35235, 0.33522], [2.37496, -0.63143, 1.22211], [-1.32664, -2.56345, -0.11930], [-0.95837, 0.74417, -2.69810], [2.46851, 0.94123, 0.43829], [2.39446, -0.55097, -0.58320], [-2.02073, -0.93695, 0.05052], [0.52375, -1.99442, 1.32583], [-0.53788, 2.73189, -1.37725], [-2.10848, -2.13749, 1.39693], [0.81765, 2.56743, -0.21978]], "smiles": "C=C(C)[C@@]1(C)N[C@H]1C", "lumo_ev": 1.0094, "e_homo_ev": -9.15}



No. 4
{"formula": "C3H13N2O", "method": "wB97M-V/def2-TZVPD", "elements": ["O", "N", "N", "C", "C", "C", "H", "H", "H", "H", "H", "H", "H", "H", "H", "H", "H", "H", "H"], "xyz": [[2.31786, -1.84551, 0.34360], [-0.06836, -1.18357, -0.81403], [0.92061, 1.63357, 0.31543], [-0.54190, 1.60946, -0.10919], [-1.48663, 0.55792, 0.57948], [-1.43760, -0.86140, -0.20257], [-2.14154, -0.81119, -1.07612], [-1.56558, -1.85224, 0.42985], [-1.14421, 0.34660, 1.71680], [2.54962, -0.93633, 0.79888], [0.39945, -2.04945, -0.43489], [-2.33344, 1.13178, 0.31984], [3.20866, -2.22366, 0.16768], [0.56084, -0.52344, -0.51783], [0.99331, 1.64370, 1.33496], [-0.39527, 1.55553, -1.25365], [-0.13617, -1.25530, -1.79920], [1.35980, 2.50883, 0.06991], [-1.05943, 2.55472, 0.13106]], "lumo_ev": [0.8834, 0.5406], "e_homo_ev": [-2.82, -10.09], "spin_multiplicity": 2}



No. 5
{"formula": "C5H9NO", "method": "wB97M-V/def2-TZVPD", "elements": ["O", "N", "C", "C", "C", "C", "C", "H", "H", "H", "H", "H", "H", "H", "H", "H"], "xyz": [[2.35917, -0.74950, 0.37596], [-0.70454, 2.73377, 0.80502], [-0.68659, 0.12236, -1.43674], [1.72301, 0.11562, 0.92622], [-0.78107, 1.65457, 0.38989], [-1.35624, -0.78792, 0.79542], [-0.89381, 0.31465, -0.13134], [-1.22995, -0.52404, 1.84883], [1.04708, -0.12276, 1.76922], [-0.37398, 0.92148, -2.10147], [-2.41762, -0.98273, 0.62087], [1.20837, -0.71055, -1.93819], [-0.85240, -0.85732, -1.87578], [1.78325, -0.81374, -1.47775], [1.77791, 1.18197, 0.63746], [-0.79801, -1.71048, 0.60155]], "smiles": "C=C(C)C#N.[H][H].C=O", "lumo_ev": 0.1000, "e_homo_ev": -10.23}



No. 6
{"formula": "C10H7FIN3O", "method": "wB97M-V/def2-TZVPD", "elements": ["I", "F", "O", "N", "N", "N", "C", "C", "C", "C", "C", "C", "C", "C", "C", "C", "H", "H", "H", "H", "H", "H", "H"], "xyz": [[-0.78397, -1.80170, -2.86632], [2.38269, 2.56675, -2.60101], [-0.54050, -4.10696, -0.36115], [0.05470, -1.87983, 3.43712], [0.16267, -0.75631, 1.41730], [-0.36345, -3.03591, 1.55575], [-0.38089, -3.03947, 0.16543], [0.14534, 3.13443, -1.77164], [1.24515, 2.26440, -1.93918], [-0.99075, 2.79678, -1.05383], [-1.05490, 1.54030, -0.45362], [-0.05133, -1.88638, 2.09672], [0.01969, 0.64839, -0.59607], [-0.34470, -1.82414, -0.64964], [1.14060, 0.98525, -1.37485], [-0.01030, -0.67172, 0.05168], [0.73939, -1.23667, 3.78718], [0.10130, -2.83710, 3.75953], [0.22080, 4.08785, -2.29128], [0.19763, 0.08410, 1.97243], [-1.87819, 3.45797, -0.95500], [1.93529, 0.23487, -1.43933], [-1.94627, 1.27508, 0.10980]], "smiles": "Nc1nc(=O)c(I)c(-c2cccc(F)c2)[nH]1", "lumo_ev": -0.0306, "e_homo_ev": -8.86}